17
Properties=species:S:1:pos:R:3:mulliken_charge:R:1 method="wB97M-V/def2-TZVPD" relative_energy_kj_mol=56.7 lumo_ev="0.76 / -3.45" homo_ev="-4.649 / -10.479" multiplicity=3 charge=0 s_squared=2.00 gap_ev="5.4 / 7.0"
C 0.35 -0.39 -1.32 -1.5375
C -1.01 -0.85 1.27 -0.8092
C 0.84 0.02 0.06 0.6121
C 2.37 -0.14 0.06 0.4552
O 0.39 -0.77 1.18 -0.2658
F 3.01 0.58 -0.81 -0.2313
F 2.96 0.17 1.19 -0.2337
F 2.77 -1.43 -0.18 -0.2881
P 0.44 1.84 0.35 0.0552
H -0.64 0.17 -1.54 0.3663
H 0.08 -1.40 -1.38 0.4137
H 1.21 -0.20 -2.00 0.3783
H -1.40 -0.93 2.40 0.2412
H -1.40 -1.75 0.68 0.2444
H -1.49 0.06 1.07 0.4044
H 0.97 2.57 -0.85 0.1222
H 1.59 1.84 1.13 0.0725

***

64
Properties=species:S:1:pos:R:3:mulliken_charge:R:1 method="wB97M-V/def2-TZVPD" relative_energy_kj_mol=67.8 lumo_ev="3.87 / 3.86" homo_ev="0.472 / -3.387" multiplicity=2 charge=-2 s_squared=0.75 gap_ev="3.4 / 7.2"
O 3.52 -0.76 -0.20 -0.5459
C 2.38 -0.72 0.21 0.2100
O 1.31 0.03 -0.31 0.1610
B 0.11 -0.14 0.53 1.3939
O 0.45 -1.05 1.65 -0.6727
C 1.73 -1.45 1.47 0.4397
O 2.37 -2.21 2.22 -0.7028
O -0.96 -0.69 -0.31 -0.1807
C -2.05 0.03 -0.07 -0.1258
O -3.13 -0.11 -0.69 -0.7294
C -1.71 1.20 0.85 0.2088
O -0.36 1.07 1.15 0.2345
O -2.57 2.00 1.27 -0.8153
O -0.16 2.39 3.91 -0.7418
H -1.04 2.03 3.97 0.4027
H 0.25 1.89 3.20 0.2667
O -1.46 3.70 -0.94 -0.5825
H -1.32 3.74 0.01 0.3214
H -0.75 4.23 -1.31 0.2231
O 6.31 -1.66 0.17 -0.6590
H 6.40 -0.71 0.18 0.2910
H 5.38 -1.81 0.33 0.3786
O 4.12 2.02 -1.88 -0.6782
H 3.24 2.21 -2.20 0.3374
H 4.14 1.06 -1.79 0.2770
O 4.47 -4.22 2.72 -0.5717
H 4.09 -4.37 1.85 0.3000
H 4.42 -5.07 3.15 0.2648
O -4.63 2.47 3.23 -0.7171
H -5.15 3.21 2.94 0.3098
H -3.88 2.45 2.64 0.4095
O 0.03 -4.18 0.53 -0.6139
H -0.39 -3.41 0.91 0.2952
H -0.57 -4.90 0.73 0.2674
O -2.56 0.94 4.21 -0.6613
H -2.91 0.06 4.08 0.2697
H -3.28 1.52 3.99 0.3584
O -6.15 0.74 0.21 -0.6818
H -5.20 0.58 0.23 0.3798
H -6.44 0.38 -0.63 0.2708
O 0.99 -1.02 -3.32 -0.6065
H 0.92 -1.58 -2.54 0.2276
H 1.59 -1.49 -3.90 0.1689
O 4.15 -1.26 -3.58 -0.5908
H 3.79 -1.36 -2.70 0.3343
H 3.55 -1.76 -4.14 0.2640
O -2.04 -2.54 -2.96 -0.6465
H -1.45 -1.94 -2.50 0.2985
H -1.49 -3.28 -3.21 0.2699
O 1.64 1.52 -3.09 -0.6058
H 1.17 0.69 -3.02 0.3147
H 0.97 2.14 -3.38 0.3003
O -4.27 0.66 -3.26 -0.6785
H -3.73 0.24 -2.58 0.3526
H -5.16 0.36 -3.07 0.2562
O -3.51 -2.86 0.30 -0.6433
H -3.60 -2.01 -0.12 0.3032
H -3.68 -3.50 -0.39 0.2653
O 2.62 2.20 2.30 -0.5821
H 3.46 2.65 2.37 0.2735
H 2.21 2.56 1.52 0.3609
O 1.32 3.14 0.06 -0.7307
H 1.22 3.72 -0.69 0.2540
H 1.26 2.25 -0.30 0.2494